(1)
Here is a structure of composition C14H14Co2NO7 at a distorted geometry from the OMol25 dataset. Energies are from ωB97M-V with the def2-TZVPD basis set.

Each line ends with the Mulliken charge.
Geometry (Å):
C 3.168 -1.289 0.377  -0.98
N 2.917 -0.896 1.759  -0.19
C 2.896 0.564 1.916  -0.19
C 2.735 0.885 3.398  -0.63
O 1.546 0.274 3.899  -0.40
C 1.600 -1.149 3.789  -0.65
C 1.738 -1.560 2.326  0.05
H 3.249 -2.373 0.290  0.32
H 2.385 -0.957 -0.318  0.36
H 4.109 -0.864 0.031  0.32
H 3.845 0.969 1.531  0.45
H 2.037 0.980 1.350  0.00
H 3.625 0.539 3.964  0.34
H 2.577 1.966 3.528  0.35
H 2.444 -1.554 4.386  0.34
H 0.636 -1.495 4.191  0.35
H 0.829 -1.243 1.773  -0.19
H 1.871 -2.651 2.247  0.45
O -2.879 3.290 0.870  -0.38
C -3.132 2.551 0.006  0.18
Co -3.372 1.394 -1.358  0.20
C -4.201 -0.060 -0.707  0.07
O -4.682 -1.049 -0.335  -0.34
C -4.455 2.035 -2.573  0.18
O -5.109 2.438 -3.432  -0.38
C -1.746 1.243 -2.517  0.80
C -1.386 0.489 -1.354  -0.45
C -0.589 0.655 -0.276  -0.96
Co -1.623 -0.439 -3.258  0.07
C -2.113 -2.052 -2.661  0.04
O -2.453 -3.068 -2.223  -0.36
C 0.083 -0.557 -3.833  0.12
O 1.208 -0.582 -4.162  -0.41
C -2.722 -0.126 -4.594  0.19
O -3.485 0.141 -5.420  -0.38
H -1.056 2.054 -2.741  0.42
H -0.292 -0.165 0.374  0.09
H -0.204 1.662 -0.246  0.22

For the energy relative to the best compared isomer or geometry (same formula, charge and spin), the calculation gives 18.87 kcal per mole. As for the total charge: -1. As for the spin multiplicity: 1. The value obtained for the HOMO-LUMO gap is 6.065 eV.

=====

(2)
Here is a structure of composition C14H14F3N7O3RhS2Se at a distorted geometry from the OMol25 dataset. Energies are from ωB97M-V with the def2-TZVPD basis set.

Each line ends with the Mulliken charge.
Geometry (Å):
Rh 0.825 -0.157 -0.367  0.31
N -1.170 -0.784 -0.188  -0.28
C -1.227 -2.224 -0.059  0.17
C -2.385 -2.925 0.098  -0.40
C -2.348 -4.331 0.219  -0.73
C -1.158 -5.000 0.200  -1.01
C 0.057 -4.288 0.068  0.88
C 1.331 -4.894 0.124  -0.48
C 2.455 -4.117 0.077  -0.99
C 2.324 -2.728 -0.047  0.09
N 1.150 -2.142 -0.158  -0.12
C 0.006 -2.892 -0.076  0.02
H -1.640 -0.447 -1.032  0.52
H -1.669 -0.292 0.563  0.44
H -3.331 -2.400 0.138  0.57
H -3.275 -4.874 0.339  0.41
H -1.125 -6.076 0.303  0.43
H 1.404 -5.969 0.228  0.45
H 3.446 -4.539 0.148  0.42
H 3.199 -2.091 -0.034  0.40
C 1.093 5.006 0.138  -1.14
C 2.141 3.982 -0.076  0.84
N 3.423 4.146 -0.027  -0.70
N 3.961 2.910 -0.270  0.22
C 3.031 1.988 -0.468  0.37
S 3.100 0.340 -0.792  -0.44
N 1.872 2.647 -0.353  0.33
N 0.647 1.969 -0.458  -0.67
H 1.571 5.961 0.337  0.36
H 0.458 4.735 0.982  0.30
H 0.457 5.098 -0.743  0.34
H 4.961 2.786 -0.277  0.20
H 0.224 2.155 -1.367  0.43
H -0.009 2.326 0.248  0.39
F -4.791 3.507 -0.198  -0.20
C -3.926 2.982 -1.053  0.52
F -3.458 3.943 -1.849  -0.21
F -4.545 2.067 -1.797  -0.22
S -2.526 2.196 -0.159  1.40
O -3.094 1.195 0.717  -0.76
O -1.831 3.287 0.501  -0.70
O -1.713 1.582 -1.229  -0.76
Se 0.987 0.253 1.974  0.20
C 0.656 -1.415 2.637  0.20
N 0.442 -2.476 3.035  -0.42

For the energy relative to the best compared isomer or geometry (same formula, charge and spin), the calculation gives 12.83 kcal per mole. As for the total charge: +1. As for the spin multiplicity: 1. The value obtained for the HOMO-LUMO gap is 7.087 eV.

=====

(3)
Here is a structure of composition C14H14F9O6RuTe at a distorted geometry from the OMol25 dataset. Energies are from ωB97M-V with the def2-TZVPD basis set.

Each line ends with the Löwdin spin population.
Geometry (Å):
Ru -0.964 0.008 0.177  0.85
O -1.924 3.490 -1.552  0.02
C -1.262 2.527 -1.279  0.01
O -1.392 1.888 -0.120  0.05
C -0.192 1.960 -2.205  0.00
C 1.029 1.491 -1.409  0.00
C 2.224 1.219 -2.306  0.00
C 1.784 -0.065 -3.046  0.00
C 0.425 -0.350 -2.422  0.00
O 0.645 0.115 -1.045  -0.01
C -0.647 0.621 -2.913  0.00
C -2.060 0.177 -2.490  0.00
O -3.031 0.421 -3.156  0.01
O -2.117 -0.518 -1.360  0.02
H 0.066 2.739 -2.919  0.00
H 1.223 2.053 -0.500  0.00
H 2.417 2.058 -2.971  0.00
H 3.115 1.039 -1.708  0.00
H 1.693 0.070 -4.123  0.00
H 2.478 -0.883 -2.860  0.00
H 0.112 -1.388 -2.402  0.00
H -0.656 0.708 -3.997  0.00
F -1.501 2.518 2.545  0.00
C -0.328 2.094 3.000  0.00
F -0.150 2.646 4.208  0.00
F 0.629 2.553 2.189  0.00
C -0.258 0.530 3.075  0.01
O 0.103 -0.063 1.900  0.06
C -1.646 -0.029 3.478  0.00
F -1.573 -1.335 3.747  0.00
F -2.217 0.580 4.509  0.00
F -2.477 0.092 2.404  0.00
C 0.822 0.134 4.128  0.00
F 1.160 -1.151 3.980  0.00
F 0.399 0.297 5.385  0.00
F 1.930 0.861 3.958  0.00
C -0.965 -3.802 -1.056  0.00
Te -0.677 -2.640 0.701  -0.01
C 1.451 -2.659 0.629  0.00
H -0.700 -3.251 -1.953  0.00
H -2.010 -4.095 -1.111  0.00
H -0.342 -4.688 -0.956  0.00
H 1.836 -3.299 1.417  0.00
H 1.795 -1.639 0.775  0.00
H 1.754 -3.036 -0.346  0.00

For the energy relative to the best compared isomer or geometry (same formula, charge and spin), the calculation gives 0.00 kcal per mole. As for the spin multiplicity: 2. The value obtained for the HOMO-LUMO gap (spin up / spin down) is 8.614 / 7.950 eV.

=====

(4)
Here is an isolated molecule of C14H14N2O2 at a distorted geometry from the OMol25 dataset. Energies are from ωB97M-V with the def2-TZVPD basis set.

Each line ends with the Mulliken charge.
Geometry (Å):
O 0.888 -0.557 3.415  -0.81
O -1.374 0.582 -1.377  -0.47
C 2.550 -0.621 1.229  -1.67
C 1.222 -0.233 1.187  1.12
C -0.938 0.156 2.215  0.34
C -1.521 0.409 1.002  -0.22
C 0.543 0.072 -0.117  0.67
C 2.262 -0.362 -3.998  -0.32
C 1.642 -1.452 -3.380  -0.71
C 2.339 0.834 -3.306  -0.63
C 1.130 -1.304 -2.081  0.22
C 1.783 0.974 -2.026  0.23
C 1.194 -0.092 -1.405  -1.82
N 0.422 -0.193 2.328  0.74
N -0.746 0.373 -0.150  0.34
C -1.982 0.095 3.319  -0.64
C -3.006 0.535 1.084  -0.65
C -3.207 0.629 2.617  -0.62
H -0.676 0.582 -2.057  0.49
H 3.174 -0.695 0.350  0.32
H 3.008 -0.861 2.170  0.36
H 2.644 -0.416 -5.003  0.40
H 1.601 -2.433 -3.838  0.39
H 2.779 1.652 -3.836  0.39
H 0.636 -2.175 -1.651  0.38
H 1.810 1.915 -1.516  0.45
H -2.104 -0.947 3.603  0.25
H -1.707 0.708 4.146  0.34
H -3.532 -0.335 0.666  0.25
H -3.355 1.463 0.573  0.28
H -3.406 1.659 2.905  0.29
H -4.076 0.037 2.933  0.29

For the energy relative to the best compared isomer or geometry (same formula, charge and spin), the calculation gives 135.91 kcal per mole. As for the spin multiplicity: 1. The value obtained for the HOMO-LUMO gap is 6.342 eV.

=====

Q: What is the formula in the first record?
A: C14H14Co2NO7

=====

Q: Which value of spin multiplicity does entry 1 give?
A: 1

=====

Q: Which formula does entry 1 have?
A: C14H14Co2NO7

=====

Q: Which value of spin multiplicity does entry 4 give?
A: 1